{
  "formula": "C29H39BBrF4NOPZr",
  "method": "ωB97M-V/def2-TZVPD",
  "relative_energy_kj_mol": 21.1,
  "charge": 1,
  "lumo_energy_ev": -3.2,
  "orbital_gap_ev": 7.844,
  "total_energy_ev": -126405.2101,
  "species": ["C", "H", "H", "C", "H", "F", "H", "H", "C", "C", "H", "H", "H", "C", "Br", "C", "H", "H", "H", "F", "H", "N", "C", "H", "H", "C", "C", "H", "H", "C", "H", "C", "H", "C", "F", "H", "C", "H", "C", "H", "H", "H", "H", "H", "H", "H", "P", "H", "C", "B", "H", "F", "Zr", "C", "H", "H", "C", "C", "H", "C", "H", "H", "H", "C", "C", "H", "C", "C", "H", "C", "C", "C", "C", "C", "C", "H", "O", "H"],
  "xyz": [[1.373783, -1.345734, 3.314809], [-2.999272, 1.319143, -1.422905], [-2.636515, -3.240243, -4.076652], [-2.895301, -4.835934, 1.214942], [-3.793185, -2.351926, -3.098581], [1.932468, -0.305648, -1.378987], [-3.408735, 0.271126, -2.782772], [-3.010058, -3.809170, -2.457894], [1.986355, 1.204858, 1.402071], [-1.839460, -4.883924, 2.123502], [-3.899360, -1.131272, 1.298533], [-5.161745, -0.134812, 0.578659], [4.317911, -3.285171, 1.716872], [-4.088039, -0.325375, 0.587409], [5.703444, 3.562813, 3.062015], [4.387745, 1.357377, 1.839715], [-1.443938, 0.367107, 1.998290], [-4.764114, -5.657001, 0.528174], [5.486823, -1.206841, 4.021173], [0.522956, 0.180340, -3.160406], [-4.688028, 0.938578, -1.771696], [-0.000965, -1.772285, 1.313649], [2.291403, -2.661654, 1.465501], [-0.438258, -3.746794, -1.919285], [-1.146318, 2.647573, 2.565309], [-1.692812, -2.082867, -2.532847], [3.493384, -2.737485, 2.159261], [0.367391, -0.568155, 5.037879], [0.473255, -2.269891, -2.319004], [4.212223, 2.618100, 2.383479], [-1.781060, -5.710740, 2.821673], [2.148847, -3.396202, 0.160721], [-4.342154, -6.097389, 2.184121], [1.864641, 2.491893, 1.933409], [2.399311, 1.500179, -2.835009], [5.642495, -2.931444, 3.681578], [-1.534665, 2.324577, 1.602182], [-1.145697, 2.952805, 0.806555], [1.233621, -1.925289, 2.035401], [-0.222217, -3.247666, -3.597397], [2.018803, -4.463206, 0.353444], [2.705359, -0.997308, 4.941191], [-0.723074, -1.080819, 3.747810], [3.042884, -3.279746, -0.451466], [-3.604601, 0.583874, 0.944039], [4.851229, -2.379334, 5.165971], [-1.905860, -1.379168, -0.830474], [5.375770, 0.919261, 1.788633], [4.985495, -2.173872, 4.104234], [1.389669, 0.807062, -2.337308], [-2.621724, 2.364307, 1.601495], [0.626613, 1.530107, -1.305661], [0.550485, -0.124447, 0.267062], [-3.937994, -5.919066, 1.187356], [-0.073105, -3.949859, 2.899282], [3.460806, -0.323927, 0.964008], [0.236535, -0.602630, 3.958000], [-3.612519, -0.676541, -0.821686], [-4.266723, -1.461017, -1.210186], [-2.939061, -3.766285, 0.330348], [-1.572385, -1.194486, -3.159553], [1.285202, -3.068027, -0.413549], [0.906722, 2.995261, 1.966428], [3.279760, 0.667729, 1.370230], [2.584449, -1.455141, 3.965980], [2.827832, 4.186152, 2.842820], [-2.859592, -2.912601, -3.060275], [-0.871378, -3.896700, 2.169347], [-3.513224, -6.859959, 0.833900], [-0.391208, -2.881180, -2.584299], [3.665257, -2.129542, 3.394868], [-3.676977, 0.529421, -1.758078], [2.953011, 3.193787, 2.431037], [-0.932379, -2.823194, 1.282619], [-1.962893, -2.771572, 0.333064], [0.215094, 0.433434, 3.605724], [-1.104613, 0.971286, 1.323364], [-3.759228, -3.710267, -0.375635]],
  "forces_ev_per_angstrom": [[-0.03, 0.00, 0.01], [0.00, 0.00, 0.00], [0.01, 0.01, -0.01], [-0.02, -0.01, -0.02], [-0.01, -0.01, 0.00], [-0.32, -0.24, 0.10], [-0.01, 0.01, 0.00], [-0.01, -0.01, -0.02], [-0.29, -0.18, -0.21], [0.00, -0.01, 0.02], [-0.02, 0.00, 0.01], [0.00, 0.01, 0.00], [0.00, 0.00, 0.00], [0.01, -0.02, -0.03], [-0.07, -0.04, -0.03], [0.06, 0.01, 0.04], [-0.06, 0.01, 0.01], [0.00, 0.00, 0.00], [-0.01, 0.00, 0.00], [0.06, 0.07, -0.11], [0.00, 0.01, -0.01], [0.38, 0.20, -0.40], [-0.01, 0.00, 0.00], [0.01, 0.00, 0.00], [0.00, -0.02, -0.01], [0.00, 0.00, 0.06], [0.02, 0.00, 0.00], [0.00, -0.01, 0.00], [0.00, -0.02, -0.01], [0.03, 0.00, 0.01], [0.01, 0.00, 0.00], [0.02, 0.02, 0.05], [-0.01, -0.01, 0.00], [-0.03, 0.01, 0.03], [0.00, 0.03, 0.03], [0.00, 0.00, 0.00], [0.00, 0.10, -0.07], [0.02, -0.01, 0.01], [-0.03, -0.02, -0.05], [0.00, 0.00, 0.00], [-0.02, 0.00, -0.01], [-0.01, 0.00, 0.00], [0.00, 0.01, 0.00], [0.00, 0.01, 0.00], [0.01, 0.00, 0.01], [0.01, 0.00, 0.00], [0.19, 0.19, -0.15], [0.00, 0.00, 0.00], [0.00, 0.00, 0.01], [-0.08, -0.13, 0.20], [0.00, -0.02, -0.02], [-0.33, -0.22, 0.01], [0.48, 0.31, 0.57], [0.01, 0.01, 0.01], [0.01, 0.00, 0.00], [0.00, 0.00, -0.01], [0.01, -0.01, 0.00], [0.05, 0.03, 0.04], [0.02, -0.04, 0.01], [-0.01, 0.01, 0.01], [0.02, 0.00, 0.00], [0.01, -0.03, -0.01], [0.01, -0.02, -0.01], [-0.02, 0.00, -0.07], [0.02, 0.01, 0.00], [0.00, 0.00, 0.00], [0.00, 0.01, 0.05], [-0.02, 0.06, 0.00], [0.00, 0.00, 0.00], [-0.01, 0.01, -0.01], [-0.01, 0.00, -0.03], [-0.02, -0.02, 0.00], [0.00, 0.05, 0.02], [-0.22, -0.10, -0.07], [0.10, 0.02, 0.04], [0.00, 0.00, 0.00], [0.09, -0.02, 0.05], [0.00, 0.00, -0.01]]
}